24
Properties=species:S:1:pos:R:3 method="wB97M-V/def2-TZVPD" total_energy_ha=-611.36734 de_lowest_kj_mol=565.2 homo_lumo_gap_ev=8.89 max_force_ev_per_a=11.31 molar_mass_g_mol=144.1 spin_multiplicity=1
O -0.29663 -0.75417 -0.20538
H -1.01863 -1.00217 0.39762
H 0.24137 -0.06817 0.31662
H -0.68663 -0.38817 -0.84938
O 1.54237 0.58283 1.50862
H 1.05137 0.17383 2.19062
O 2.44237 1.98083 -0.66638
H 2.07537 1.32183 0.11262
H 2.12337 1.47183 -1.41538
O -2.78963 -2.45517 -1.33538
H -3.28963 -1.75717 -1.86338
H -2.24163 -3.14217 -1.71038
O 2.86737 -1.03417 -0.12238
H 2.55537 -0.38617 0.32862
H 3.85737 -0.92417 0.02462
O -0.59163 2.20283 0.81262
H -0.25063 3.04283 0.63762
H 0.16937 1.86883 1.19162
O -0.86763 0.83583 -2.11438
H -1.60163 1.44283 -1.86738
H -0.36263 1.13083 -2.79438
O -1.66963 -1.28417 2.08762
H -0.90963 -1.72417 2.51762
H -2.34963 -1.13517 2.81762

9
Properties=species:S:1:pos:R:3 method="wB97M-V/def2-TZVPD" total_energy_ha=-246.75318 de_lowest_kj_mol=600.8 homo_lumo_gap_ev=8.10 max_force_ev_per_a=2.79 molar_mass_g_mol=77.1 spin_multiplicity=1
C 0.04215 -0.99347 -0.11441
C 1.11331 -1.67214 -0.01865
C -0.12004 1.03356 -0.00102
C -1.10573 -0.04374 -0.44225
C 1.05152 0.21611 0.65438
N 1.05545 1.37976 -0.20654
H -1.23188 0.13172 -1.54252
H -2.15175 -0.22985 -0.01524
H 1.34696 0.17803 1.68625

17
Properties=species:S:1:pos:R:3 method="wB97M-V/def2-TZVPD" total_energy_ha=-648.71041 de_lowest_kj_mol=124.9 homo_lumo_gap_ev="8.08 / 3.51" max_force_ev_per_a=2.43 molar_mass_g_mol=109.2 charge=+1 spin_multiplicity=2
C -2.16764 2.19089 0.98495
S -1.24884 1.89366 -0.54716
C 0.47271 2.18742 0.15355
H -2.87977 1.38647 1.16840
H -2.73346 3.08040 0.66761
H -1.56458 2.42160 1.85220
H 0.35715 2.82083 1.02070
H 0.96256 1.24810 0.40668
H 0.96970 2.62441 -0.70997
N 0.48962 -3.13264 0.59226
C 1.80779 -2.60542 0.32240
O 1.98474 -2.32699 -1.05643
H -0.25570 -2.53133 0.30053
H 0.25973 -4.06774 0.29877
H 1.94859 -1.69728 0.91182
H 2.39883 -3.30830 0.91281
H 1.13783 -1.90369 -1.27448

70
Properties=species:S:1:pos:R:3 method="wB97M-V/def2-TZVPD" total_energy_ha=-7676.52383 de_lowest_kj_mol=44.0 homo_lumo_gap_ev=5.84 max_force_ev_per_a=0.45 molar_mass_g_mol=909.0 spin_multiplicity=1
Ir 0.28892 -0.35724 0.11466
S -1.89320 -0.89699 -0.89373
S -1.87976 -2.94874 -1.12522
S -1.23114 -3.49780 0.73155
S 0.64686 -2.61909 0.69571
C -1.72421 4.00255 -3.15718
C -1.12400 4.63461 -2.07194
C -0.42534 3.90146 -1.13064
C -0.33583 2.51589 -1.26825
C -0.93252 1.87897 -2.34431
C -1.62433 2.62760 -3.28842
N 0.39427 1.72585 -0.30735
N 1.27237 2.39627 0.29605
C 2.07256 1.65482 1.14909
C 3.02808 2.34468 1.90865
C 3.83768 1.62907 2.75933
C 3.69318 0.23553 2.82609
C 2.75020 -0.43286 2.06646
C 1.89691 0.26122 1.19446
H -2.26805 4.58326 -3.89071
H -1.20046 5.70852 -1.95915
H 0.04063 4.38848 -0.28631
H -0.87465 0.80098 -2.42690
H -2.09150 2.12095 -4.12302
H 3.10291 3.42126 1.81177
H 4.58728 2.12846 3.35893
H 4.33420 -0.33028 3.49192
H 2.64944 -1.50661 2.16432
C 3.24782 -1.90277 -1.38667
As 1.70126 -0.80704 -1.76939
C 0.89440 -1.74959 -3.24650
C 2.61482 0.76385 -2.54075
C 2.86400 0.63173 -4.01112
C 4.08032 0.15785 -4.49302
C 4.28946 -0.00336 -5.85629
C 3.28388 0.31302 -6.75678
C 2.06913 0.79559 -6.28592
C 1.86120 0.95090 -4.92526
H 3.83806 -1.99705 -2.29879
H 2.92025 -2.88111 -1.04486
H 3.83740 -1.42202 -0.60704
H 1.59676 -1.84822 -4.07196
H -0.00711 -1.23265 -3.57118
H 0.60770 -2.72478 -2.85344
H 3.55374 0.82333 -1.98744
H 2.03943 1.66078 -2.31942
H 4.87345 -0.08268 -3.79392
H 5.24219 -0.37243 -6.21386
H 3.44550 0.18953 -7.81953
H 1.28042 1.05044 -6.98229
H 0.91048 1.32787 -4.56153
C -3.04143 1.95742 0.94792
N -1.94708 2.41896 1.78875
C -1.07300 1.62112 2.42815
Se -0.96721 -0.23769 2.32810
N -0.22182 2.41266 3.10829
C -0.51063 3.74733 2.86999
C 0.08675 4.92553 3.29064
C -0.47200 6.10590 2.83206
C -1.58759 6.10864 1.98665
C -2.18219 4.93090 1.56738
C -1.61968 3.74932 2.02702
H -3.21299 0.90289 1.15364
H -2.78779 2.07560 -0.10481
H -3.93359 2.53778 1.17967
H 0.59739 2.03429 3.55739
H 0.95079 4.92120 3.94120
H -0.03605 7.04902 3.13241
H -1.99147 7.05390 1.65029
H -3.03555 4.93174 0.90310